Below is 10 unconnected molecules or ions with the total composition C41H62NO19 at a distorted geometry, with properties calculated with ωB97M-V with the def2-TZVPD basis set.

Max |F| = 16.12 eV/A
Highest occupied orbital energy = -10.821 eV
Lowest unoccupied orbital energy = -4.14 eV
ΔE to the lowest compared entry with this formula, charge and spin = 235.3 kJ/mol
Electronic energy = -3082.90060 Ha
Kohn-Sham gap = 6.677 eV

```
! RIJCOSX wB97M-V def2-TZVPD def2/J DEFGRID3
* xyz 1 1
C 1.180 -0.680 -1.243
N 1.478 -0.670 0.179
C 0.306 -1.297 0.802
C 2.762 -1.336 0.511
C 1.580 0.823 0.518
C 1.601 1.150 1.963
O 1.510 2.539 2.021
H 1.030 -1.764 -1.496
H 2.125 -0.330 -1.694
H 0.346 -0.019 -1.742
H 0.695 -1.529 1.918
H 0.087 -2.286 0.374
H -0.665 -0.540 0.883
H 2.632 -2.327 0.370
H 3.025 -1.246 1.676
H 3.626 -0.916 -0.060
H 0.638 1.289 0.202
H 2.249 1.452 0.028
H 2.544 0.788 2.472
H 0.812 0.760 2.608
H 1.543 2.895 2.964
C 1.443 -3.250 -6.496
C 0.198 -2.901 -5.609
C -1.120 -3.427 -5.865
O -2.026 -3.235 -5.145
C -1.181 -4.285 -7.024
C -0.044 -4.630 -7.888
C 1.311 -4.073 -7.631
O 2.279 -4.547 -8.309
O -0.216 -5.224 -9.136
O 0.420 -2.145 -4.424
H 2.387 -2.901 -5.950
H -2.084 -4.587 -7.455
H -1.087 -5.485 -9.178
H -0.356 -1.999 -3.975
C 2.145 -4.639 -2.722
C 2.309 -5.404 -4.008
C 1.278 -6.293 -4.601
O 1.434 -6.986 -5.580
C 0.004 -6.223 -3.926
C -0.139 -5.566 -2.521
C 0.965 -4.860 -1.907
O 0.896 -4.382 -0.794
O -1.379 -5.720 -1.813
O 3.507 -5.415 -4.606
H 3.043 -4.144 -2.317
H -0.854 -6.421 -4.538
H -2.062 -5.986 -2.322
H 3.724 -5.930 -5.501
C -2.139 1.271 4.305
C -2.045 -0.107 3.688
C -3.108 -0.454 2.739
O -2.993 -1.486 2.026
C -4.147 0.451 2.451
C -4.309 1.853 3.168
C -3.169 2.215 4.070
O -3.139 3.353 4.560
O -5.338 2.648 2.964
O -1.092 -1.003 3.939
H -1.305 1.371 4.986
H -5.064 0.188 1.806
H -4.989 3.372 3.635
H -1.586 -1.847 3.795
C -1.463 4.244 1.811
C -2.174 3.067 0.890
O -1.593 2.080 0.678
C -3.382 3.530 -0.065
H -1.351 3.842 2.804
H -2.075 5.172 2.027
H -0.533 4.396 1.361
H -3.719 2.522 -0.403
H -3.005 4.067 -0.920
H -4.192 4.056 0.625
C -0.958 -5.808 4.156
C -1.303 -4.769 3.053
O -1.594 -3.626 3.285
C -1.239 -5.349 1.582
H -0.723 -5.149 4.992
H 0.111 -6.179 3.876
H -1.889 -6.565 4.214
H -1.345 -4.686 0.833
H -2.157 -5.923 1.722
H -0.651 -6.054 1.280
C 2.263 5.208 7.315
C 1.167 4.414 6.690
O 1.266 3.622 5.791
C -0.232 4.704 7.354
H 2.436 5.114 8.491
H 2.106 6.019 7.083
H 3.150 5.060 6.803
H -0.895 5.189 6.712
H -0.254 5.151 8.251
H -0.788 3.866 7.574
C 0.812 3.495 -2.026
C 1.994 2.856 -2.845
O 1.929 1.749 -3.148
C 3.090 3.862 -3.213
H 1.164 3.669 -1.118
H -0.031 2.831 -2.180
H 0.361 4.318 -2.400
H 3.874 3.418 -3.611
H 3.638 4.000 -2.236
H 2.807 4.712 -3.635
C -2.674 -2.627 -1.523
C -2.674 -1.236 -2.210
O -2.002 -1.077 -3.153
C -3.471 -0.105 -1.478
H -3.701 -2.808 -1.287
H -1.969 -2.816 -0.643
H -2.715 -3.307 -2.366
H -3.417 0.853 -1.951
H -3.007 0.149 -0.600
H -4.506 -0.336 -1.243
C 4.021 7.795 0.633
C 3.504 6.450 0.960
O 3.663 5.527 0.096
C 2.704 6.262 2.216
H 4.524 8.208 1.457
H 3.273 8.560 0.407
H 4.447 7.854 -0.494
H 1.724 6.728 2.337
H 3.246 6.628 2.974
H 2.889 5.207 2.322
*
```

---

Below is a molecular structure, C41H63GeN7O2P3STi at a distorted geometry, with properties calculated with ωB97M-V with the def2-TZVPD basis set.

Max |F| = 2.20 eV/A
Highest occupied orbital energy (alpha / beta) = -5.899 / -7.318 eV
Lowest unoccupied orbital energy (alpha / beta) = 0.24 / -2.28 eV
Electronic energy = -6482.57266 Ha
Kohn-Sham gap (alpha / beta) = 6.141 / 5.040 eV

```
! RIJCOSX wB97M-V def2-TZVPD def2/J DEFGRID3
* xyz 0 4
Ti 1.845 -0.525 0.565
C -2.470 -3.820 -3.378
C -1.460 -3.887 -2.233
C -2.253 -3.983 -0.931
P -0.121 -2.520 -2.126
C -0.787 -1.160 -3.231
N -1.215 -0.009 -2.492
Ge -0.262 0.785 -0.358
N -0.140 2.540 0.727
C 0.984 2.933 1.542
P 2.416 1.791 1.315
C 3.373 1.983 2.914
C 2.642 1.262 4.043
C 3.705 3.419 3.317
C 3.439 2.848 0.168
C 4.813 2.202 -0.021
C 2.683 3.089 -1.137
C -1.198 3.389 0.698
C -1.293 4.567 1.462
C -2.421 5.359 1.413
C -3.510 4.996 0.638
C -3.424 3.858 -0.148
C -2.277 3.088 -0.154
N -2.128 1.951 -1.021
C -1.892 2.234 -2.385
C -2.004 3.485 -2.957
C -1.808 3.651 -4.321
C -1.515 2.549 -5.118
C -1.358 1.302 -4.562
C -1.482 1.109 -3.165
C -3.203 1.019 -0.846
C -4.388 1.121 -1.546
C -5.438 0.261 -1.266
C -5.274 -0.715 -0.299
C -4.061 -0.879 0.340
C -2.985 -0.020 0.076
N -1.740 -0.104 0.620
C -1.413 -1.293 1.366
P 0.131 -1.105 2.378
C 0.242 -2.863 3.033
C 1.293 -2.904 4.140
C 0.588 -3.896 1.962
C -0.665 -0.279 3.898
C -1.369 0.990 3.427
C -1.638 -1.117 4.728
C 1.126 -3.319 -3.332
C 2.285 -2.374 -3.655
C 0.550 -3.870 -4.636
H -2.986 -4.778 -3.445
H -2.013 -3.634 -4.343
H -3.217 -3.053 -3.181
H -0.879 -4.814 -2.340
H -2.804 -3.062 -0.748
H -1.608 -4.196 -0.082
H -2.977 -4.794 -1.004
H -1.631 -1.550 -3.811
H 0.020 -0.899 -3.929
H 0.725 2.914 2.615
H 1.308 3.957 1.293
H 4.302 1.432 2.722
H 1.734 1.789 4.331
H 3.282 1.189 4.920
H 2.389 0.252 3.719
H 2.803 4.011 3.453
H 4.338 3.912 2.586
H 4.245 3.411 4.262
H 3.556 3.826 0.655
H 4.734 1.111 -0.011
H 5.492 2.492 0.779
H 5.258 2.503 -0.969
H 2.467 2.159 -1.657
H 3.268 3.720 -1.803
H 1.733 3.589 -0.948
H -0.480 4.869 2.102
H -2.457 6.265 2.001
H -4.410 5.592 0.635
H -4.258 3.576 -0.774
H -2.269 4.337 -2.348
H -1.890 4.636 -4.759
H -1.400 2.683 -6.183
H -1.127 0.460 -5.195
H -4.499 1.875 -2.314
H -6.373 0.353 -1.795
H -6.093 -1.377 -0.059
H -3.966 -1.685 1.049
H -1.238 -2.123 0.666
H -2.229 -1.575 2.043
H -0.744 -3.110 3.443
H 2.260 -2.587 3.748
H 1.395 -3.916 4.527
H 1.028 -2.249 4.967
H 1.669 -3.983 1.876
H 0.163 -3.625 0.995
H 0.197 -4.873 2.241
H 0.171 0.008 4.544
H -2.334 0.759 2.984
H -0.775 1.486 2.669
H -1.536 1.677 4.255
H -2.437 -1.537 4.120
H -2.105 -0.468 5.469
H -1.144 -1.924 5.262
H 1.523 -4.173 -2.765
H 1.951 -1.347 -3.790
H 2.776 -2.678 -4.577
H 3.043 -2.370 -2.876
H 0.022 -3.098 -5.190
H -0.114 -4.713 -4.467
H 1.372 -4.219 -5.260
N 2.501 -2.581 -0.028
N 3.480 -2.941 0.930
C 3.940 -1.899 1.796
O 4.976 -2.086 2.400
O 3.151 -0.909 1.892
H 1.888 -3.379 -0.211
H 2.931 -2.299 -0.919
H 4.247 -3.522 0.598
S 4.624 0.194 -3.059
C 3.492 -0.001 -1.965
N 2.609 -0.160 -1.196
*
```

---

Below is a molecular structure, C41H65AsFN3RuSi5, with properties calculated with ωB97M-V with the def2-TZVPD basis set.

Max |F| = 0.57 eV/A
Highest occupied orbital energy (alpha / beta) = -3.568 / -4.565 eV
Lowest unoccupied orbital energy (alpha / beta) = 2.51 / 1.91 eV
ΔE to the lowest compared entry with this formula, charge and spin = 0.0 kJ/mol
Electronic energy = -5643.71869 Ha
Kohn-Sham gap (alpha / beta) = 6.083 / 6.471 eV

```
! RIJCOSX wB97M-V def2-TZVPD def2/J DEFGRID3
* xyz -1 6
Ru 0.063 -0.537 -0.373
C -3.155 -1.878 2.177
Si -2.648 -1.634 0.376
C -4.053 -2.361 -0.660
C -2.796 0.242 0.138
C -1.092 -2.584 -0.005
C -1.007 -2.860 -1.423
C -0.740 -4.113 -2.026
C -0.645 -4.205 -3.395
C -0.820 -3.072 -4.195
C -1.073 -1.878 -3.547
N -1.159 -1.771 -2.223
Si -0.388 -3.716 1.260
C -1.578 -5.096 1.802
C 0.123 -2.770 2.815
C 1.128 -4.647 0.622
H -4.164 -1.462 2.308
H -2.494 -1.356 2.875
H -3.197 -2.938 2.458
H -5.015 -1.926 -0.362
H -4.107 -3.447 -0.519
H -3.908 -2.165 -1.727
H -3.869 0.436 0.008
H -2.295 0.674 -0.730
H -2.438 0.776 1.020
H -0.608 -4.992 -1.406
H -0.434 -5.165 -3.855
H -0.737 -3.115 -5.273
H -1.175 -0.948 -4.098
H -2.247 -4.784 2.612
H -1.002 -5.956 2.164
H -2.201 -5.439 0.968
H -0.237 -1.739 2.809
H 1.213 -2.732 2.893
H -0.263 -3.261 3.717
H 0.853 -5.617 0.194
H 1.802 -4.843 1.465
H 1.685 -4.093 -0.134
C 1.308 0.360 -1.865
C 2.399 0.859 -2.182
C 3.685 1.278 -2.481
C 4.479 0.448 -3.396
C 3.836 -0.341 -4.366
C 4.548 -1.227 -5.160
C 5.926 -1.351 -5.019
C 6.580 -0.576 -4.068
C 5.870 0.307 -3.267
C 4.218 2.458 -1.796
C 5.289 3.218 -2.291
C 5.735 4.348 -1.621
C 5.127 4.756 -0.441
C 4.053 4.025 0.055
C 3.604 2.897 -0.608
H 2.759 -0.264 -4.457
H 4.022 -1.825 -5.896
H 6.480 -2.048 -5.634
H 7.651 -0.674 -3.932
H 6.389 0.860 -2.496
H 5.756 2.938 -3.226
H 6.556 4.921 -2.034
H 5.478 5.639 0.079
H 3.560 4.336 0.969
H 2.762 2.327 -0.225
C -3.540 3.287 3.091
Si -3.021 2.174 4.508
C -4.280 0.790 4.650
C -3.123 3.193 6.089
As -0.959 1.172 3.988
Si 0.297 3.065 3.364
C 2.086 2.585 3.107
C 0.244 4.431 4.659
C -0.388 3.736 1.748
Si -0.197 0.524 6.106
C 1.552 -0.120 5.879
C -1.312 -0.896 6.623
C -0.154 1.751 7.530
H -4.593 3.554 3.240
H -3.452 2.785 2.124
H -2.958 4.212 3.048
H -5.243 1.194 4.986
H -3.968 0.015 5.356
H -4.428 0.307 3.679
H -4.013 3.831 6.025
H -2.253 3.833 6.256
H -3.243 2.546 6.964
H 2.537 2.085 3.967
H 2.662 3.496 2.905
H 2.172 1.934 2.235
H 0.617 4.092 5.630
H -0.771 4.817 4.801
H 0.876 5.263 4.325
H 0.370 3.614 0.971
H -0.641 4.798 1.835
H -1.264 3.186 1.402
H 1.619 -0.795 5.019
H 1.866 -0.673 6.772
H 2.261 0.697 5.726
H -1.486 -1.588 5.794
H -2.284 -0.528 6.969
H -0.853 -1.454 7.448
H 0.415 2.656 7.300
H 0.334 1.252 8.377
H -1.156 2.052 7.849
N 2.877 -2.336 -1.609
C 3.237 -1.782 -0.403
C 4.593 -1.743 -0.028
C 4.927 -1.240 1.206
C 3.923 -0.794 2.065
C 2.622 -0.867 1.621
N 2.274 -1.342 0.417
H 3.600 -2.280 -2.313
H 2.002 -1.984 -1.962
H 5.346 -2.093 -0.725
H 5.967 -1.192 1.507
H 4.143 -0.382 3.041
H 1.794 -0.510 2.222
F 0.077 0.905 1.023
*
```

---

Below is 15 unconnected molecules or ions with the total composition C41H65Br2F3I2N16O5P3S at a distorted geometry, with properties calculated with ωB97M-V with the def2-TZVPD basis set.

Max |F| = 3.42 eV/A
Highest occupied orbital energy = -4.505 eV
Lowest unoccupied orbital energy = 1.22 eV
Electronic energy = -10318.49853 Ha
Kohn-Sham gap = 5.729 eV

```
! RIJCOSX wB97M-V def2-TZVPD def2/J DEFGRID3
* xyz -1 1
C 1.121 -5.540 -0.987
C 1.706 -4.239 -1.498
I 3.247 -4.493 -2.958
C 1.328 -3.034 -1.100
I 2.295 -1.328 -1.973
C 0.213 -2.829 -0.075
C -1.218 -2.705 -0.779
S -1.238 -2.157 -2.502
O -0.795 -3.182 -3.411
O -2.628 -1.835 -2.795
O -0.038 -3.854 0.840
P -0.570 -3.422 2.441
O 1.054 -3.846 2.914
P -1.434 -5.473 2.562
N -2.897 -5.449 3.222
C -0.927 -2.868 4.229
Br -2.783 -2.202 4.450
C -0.515 -3.895 5.320
C -1.643 -4.293 6.304
Br 0.898 -3.088 6.479
O -0.216 -1.744 2.114
C 0.406 -1.563 0.889
C -0.104 -0.193 0.340
C -1.366 0.303 1.059
C -1.815 1.571 0.356
F -1.969 1.588 -0.999
C -2.024 2.752 0.983
F -1.226 3.797 0.787
F -3.009 2.978 1.805
P 2.212 -1.186 1.471
N 2.177 -0.853 3.015
H 0.128 -5.408 -0.574
H 1.059 -6.255 -1.815
H 1.762 -5.988 -0.222
H -1.888 -2.084 -0.181
H -1.628 -3.720 -0.787
H -0.550 -0.984 -2.658
H -1.915 -3.055 2.048
H 1.383 -4.391 2.188
H -1.541 -5.985 1.233
H -0.624 -6.374 3.277
H -3.572 -5.823 2.563
H -0.318 -1.978 4.391
H -0.062 -4.803 4.925
H -2.505 -4.702 5.770
H -1.239 -5.085 6.950
H -1.862 -3.409 6.905
H 0.663 0.584 0.460
H -0.314 -0.232 -0.736
H -1.198 0.586 2.098
H -2.205 -0.404 0.987
H 2.721 -0.100 0.725
H 2.956 -2.357 1.163
H 2.544 0.092 3.104
C 6.513 -5.029 0.395
C 5.225 -5.646 0.115
N 4.209 -6.126 -0.114
H 7.141 -5.682 0.999
H 7.052 -4.809 -0.526
H 6.390 -4.092 0.938
C 1.271 -0.315 -6.097
C 2.145 0.517 -5.282
N 2.834 1.161 -4.629
H 1.387 -1.369 -5.844
H 0.224 -0.053 -5.948
H 1.494 -0.200 -7.158
C 1.152 5.417 -1.153
C 2.133 4.535 -0.536
N 2.905 3.838 -0.051
H 0.859 5.053 -2.137
H 0.250 5.490 -0.546
H 1.551 6.424 -1.279
C 5.188 2.659 4.210
C 4.970 1.539 3.305
N 4.795 0.677 2.568
H 6.014 3.282 3.878
H 4.304 3.290 4.271
H 5.418 2.325 5.218
C -4.328 1.718 5.662
C -3.430 0.776 6.314
N -2.718 0.028 6.813
H -4.581 1.387 4.655
H -5.258 1.827 6.218
H -3.873 2.705 5.581
C -4.696 0.416 -2.317
C -6.082 0.530 -2.746
N -7.176 0.620 -3.084
H -4.605 0.522 -1.237
H -4.270 -0.552 -2.588
H -4.075 1.185 -2.775
C 3.189 -6.653 3.831
C 1.958 -7.252 3.339
N 0.986 -7.711 2.938
H 4.017 -6.839 3.146
H 3.082 -5.572 3.940
H 3.464 -7.059 4.804
C 0.826 -5.731 -6.792
C 1.762 -6.697 -6.235
N 2.501 -7.453 -5.788
H 0.560 -5.986 -7.817
H -0.094 -5.693 -6.209
H 1.253 -4.729 -6.798
C 8.322 6.019 5.016
C 7.707 4.839 5.608
N 7.223 3.909 6.074
H 9.140 6.389 5.631
H 8.727 5.800 4.027
H 7.605 6.830 4.905
C 1.395 5.403 3.291
C 2.318 5.016 4.347
N 3.047 4.710 5.179
H 1.838 5.267 2.303
H 0.484 4.806 3.322
H 1.104 6.450 3.378
C -7.573 3.365 -5.489
C -8.269 4.456 -6.157
N -8.818 5.315 -6.684
H -6.801 2.939 -6.129
H -7.091 3.704 -4.573
H -8.257 2.561 -5.220
C -10.367 2.512 -8.393
C -10.562 1.366 -9.270
N -10.715 0.464 -9.963
H -9.495 3.096 -8.687
H -11.229 3.179 -8.415
H -10.221 2.202 -7.359
C 11.103 9.089 6.053
C 9.686 9.152 5.721
N 8.570 9.201 5.460
H 11.259 9.162 7.128
H 11.546 8.151 5.717
H 11.654 9.902 5.582
C -8.164 5.672 -10.921
C -7.261 4.758 -10.238
N -6.552 4.039 -9.693
H -8.415 5.307 -11.917
H -9.094 5.793 -10.367
H -7.716 6.659 -11.033
*
```